# C17H27CuO17S

A structure of composition C17H27CuO17S at a distorted geometry (the ωB97M-V functional and the def2-TZVPD basis, the OMol25 dataset).

Calculated values
Strongest force on any atom = 5.6 eV/A
2S+1 = 2
HOMO energy (spin up / spin down) = -2.433 / -2.433 eV
Molecular weight = 599.00 g/mol
Energy above the lowest of the compared OMol25 structures with the same formula, charge and spin = 3.710 eV
Frontier orbital gap (spin up / spin down) = 4.502 / 3.487 eV
Energy = -108343.12670 eV
Charge = -1

Each line ends with the Löwdin spin population.
Positions of all 63 atoms, in Å:
O 2.587 1.392 -6.142  0.426
O 0.248 6.355 -1.528  0.000
H 1.876 8.392 1.596  0.000
H 0.912 8.232 -0.801  0.000
C 4.377 -5.540 -4.425  0.000
O 2.494 -3.738 -2.214  0.000
H 3.024 0.171 2.838  0.000
C 1.015 6.627 0.597  0.000
C -4.562 -3.556 2.774  0.000
C 3.409 -4.314 -2.817  0.000
H 1.419 0.059 3.301  0.000
C -4.160 -4.198 1.428  0.000
O 4.537 -4.759 -2.287  0.000
H 2.672 6.988 2.014  0.000
C 2.181 7.444 1.154  0.000
H -2.137 3.859 3.601  0.000
H 3.782 -7.150 -2.331  0.000
H -3.686 -3.480 3.417  0.000
C -5.271 -3.921 0.459  0.000
O -2.536 3.350 1.562  0.000
C -2.598 2.025 1.246  0.000
O 2.962 0.251 -4.044  0.033
C 0.361 7.342 -0.497  0.000
H -3.904 -5.244 1.594  0.000
O 3.351 -4.702 -4.064  0.000
C 2.055 0.616 2.613  0.000
O 0.927 0.001 -4.983  0.057
H -5.181 -4.302 3.273  0.000
O 1.185 4.322 -1.899  0.000
C -2.934 1.643 4.582  0.000
H -3.125 2.227 5.483  0.000
H 0.231 6.449 1.333  0.000
H 6.216 -5.509 -3.193  0.000
H 3.934 -6.517 -4.618  0.000
H -4.594 2.182 3.388  0.000
Cu 0.809 0.088 -1.985  -0.001
O 2.801 -0.760 -6.344  0.515
H -6.073 -3.326 0.896  0.000
O -3.066 -3.505 0.881  0.000
C -2.943 3.601 2.913  0.000
H -5.055 -2.584 2.789  0.000
O 1.855 0.487 1.233  0.000
H 5.139 -7.857 -3.030  0.000
C -3.508 2.246 3.310  0.000
H -3.751 4.329 2.851  0.000
C 5.139 -5.670 -3.153  0.000
H -0.706 7.439 -0.298  0.000
H 5.427 -7.074 -1.524  0.000
O -4.614 -3.230 -0.596  0.000
C 0.945 5.260 -1.146  0.000
H -3.140 0.577 4.673  0.000
H -5.726 -4.872 0.184  0.000
H 1.939 1.660 2.906  0.000
H 2.894 7.691 0.368  0.000
H -1.845 1.694 4.585  0.000
O 1.445 5.398 0.075  0.000
C -3.362 -3.019 -0.321  0.000
O -2.217 1.574 0.147  0.000
S 2.333 0.227 -5.349  -0.030
O -3.059 1.331 2.282  0.000
H 4.942 -5.179 -5.284  0.000
C 4.853 -6.983 -2.446  0.000
O -2.523 -2.541 -1.030  0.000

=====

# C17H27N2OOsP2Se

A structure of composition C17H27N2OOsP2Se at a distorted geometry (the ωB97M-V functional and the def2-TZVPD basis, the OMol25 dataset).

Calculated values
Strongest force on any atom = 1.3 eV/A
HOMO energy (spin up / spin down) = -18.752 / -18.752 eV
Molecular weight = 606.55 g/mol
Energy above the lowest of the compared OMol25 structures with the same formula, charge and spin = 0.645 eV
Frontier orbital gap (spin up / spin down) = 6.133 / 6.140 eV
Energy = -109457.39895 eV
Charge = +3

Each line ends with the Mulliken charge.
Positions of all 51 atoms, in Å:
C -2.673 -0.459 -0.713  0.294
H -1.681 2.733 1.857  0.451
H 2.980 -0.233 -2.585  0.470
Os 0.039 1.009 -0.807  1.085
H 0.233 4.535 0.629  0.475
H -4.639 -2.737 -1.644  0.306
C 1.633 -1.922 -0.374  -1.245
O -1.395 -0.168 -0.765  -0.819
C 3.447 0.995 3.788  -0.861
H -1.362 -2.664 0.399  -0.004
C 4.114 0.010 3.069  -0.845
H -3.821 -3.292 -3.070  0.430
C -3.531 -1.220 -2.770  -0.379
H 4.162 -0.460 -1.279  0.462
H -3.325 0.916 -2.245  0.341
H -4.615 0.075 -1.354  0.388
H 4.215 -1.114 1.255  0.385
H 4.971 -0.488 3.502  0.449
H 3.570 1.171 -1.651  0.401
C -0.876 2.111 2.251  -1.294
H 2.560 -2.466 -0.177  0.530
H 1.947 4.076 0.516  0.454
H 1.875 2.442 3.798  0.366
C 1.932 1.320 1.950  0.685
N 1.573 3.552 -1.742  -0.269
H 1.183 4.280 2.112  0.484
C -3.701 -2.646 -2.201  -0.934
P 1.992 -0.158 -0.390  1.043
Se 0.114 1.399 -3.204  -0.003
C -2.393 -2.740 0.065  -0.575
C 3.291 0.118 -1.600  -1.290
C 1.030 3.944 1.082  -1.369
H -4.062 -1.476 0.173  0.430
P 0.573 2.209 1.180  0.864
H 3.778 1.254 4.785  0.447
H -4.312 -1.026 -3.504  0.432
H 1.248 -2.236 -1.345  0.427
H -1.581 -2.975 -1.933  0.118
C 3.687 -0.337 1.795  -0.864
C 1.003 2.758 -2.369  0.334
H -2.576 -1.172 -3.300  0.220
C 2.362 1.657 3.232  -0.801
C 2.587 0.311 1.237  0.561
N -3.053 -1.400 0.109  -0.035
H 0.915 -2.155 0.412  0.274
H -0.577 2.501 3.227  0.467
C -2.504 -3.220 -1.397  -0.231
H -1.222 1.085 2.376  0.400
H -2.933 -3.376 0.760  0.519
C -3.606 -0.016 -1.758  -0.667
H -2.579 -4.306 -1.379  0.490

=====

# C17H27N2Si

A cluster of 2 separate species, C17H27N2Si in total at a distorted geometry (the ωB97M-V functional and the def2-TZVPD basis, the OMol25 dataset).

Calculated values
Strongest force on any atom = 2.0 eV/A
HOMO energy = -11.572 eV
Molecular weight = 287.50 g/mol
Energy above the lowest of the compared OMol25 structures with the same formula, charge and spin = 0.000 eV
Frontier orbital gap = 6.527 eV
Energy = -28919.60062 eV
Charge = +1

Each line ends with the Mulliken charge.
Positions of all 47 atoms, in Å:
H -2.505 2.331 0.197  0.340
H -0.067 2.720 0.259  -0.109
H 3.439 -2.153 5.510  0.330
C -0.130 3.062 -0.782  -0.810
C -2.336 0.846 -1.365  1.130
C 0.731 1.553 2.161  -0.521
C -0.096 1.883 -1.643  0.123
H -5.166 -1.441 -2.999  0.351
H -1.474 0.940 0.571  0.128
H 1.973 -1.146 5.515  0.329
H 0.848 1.057 -4.125  0.371
H -1.029 3.682 -0.922  0.364
C -1.222 0.798 -3.560  0.849
Si 2.693 -1.786 3.222  -0.021
C -2.264 0.020 -4.042  -0.943
H 0.309 2.535 2.309  0.355
C 1.258 -0.298 1.167  -0.365
C -1.203 1.196 -2.174  0.831
H 1.391 -1.114 0.471  0.402
N 0.625 0.841 0.975  -0.124
H -0.222 2.362 -4.665  0.368
H 4.841 -2.813 2.685  0.332
H 0.764 3.673 -0.959  0.361
C -0.158 1.277 -4.499  -1.679
H -2.254 -0.285 -5.091  0.395
H 0.634 -3.132 3.527  0.325
C -4.407 -1.261 -3.767  -1.462
C -2.396 1.247 0.065  -1.364
C 4.291 -1.944 2.292  -0.924
H -3.243 0.761 0.565  0.394
H 1.711 1.045 4.098  0.454
H -4.193 -0.221 -1.256  0.308
H 1.384 -3.464 1.942  0.329
H -0.279 0.787 -5.471  0.374
H -4.003 -2.230 -4.092  0.346
H 3.556 -0.423 5.116  0.331
C -3.352 0.062 -1.896  -0.985
H 2.098 -4.143 3.428  0.330
H -4.891 -0.800 -4.638  0.360
C 1.591 -3.264 3.003  -0.923
N 1.792 -0.390 2.452  0.151
H 0.882 1.665 -2.077  0.312
C 1.442 0.815 3.078  -0.488
H 4.921 -1.052 2.418  0.328
H 4.119 -2.101 1.218  0.336
C 2.930 -1.320 5.002  -1.029
C -3.329 -0.379 -3.223  0.711

=====

# C17H27N3O2S

The molecule C17H27N3O2S (the ωB97M-V functional and the def2-TZVPD basis, the OMol25 dataset).

Calculated values
Strongest force on any atom = 0.9 eV/A
HOMO energy = -8.590 eV
Molecular weight = 337.49 g/mol
Energy above the lowest of the compared OMol25 structures with the same formula, charge and spin = 0.272 eV
Frontier orbital gap = 9.202 eV
Energy = -37468.12390 eV

Each line ends with the Mulliken charge.
Positions of all 50 atoms, in Å:
H -0.349 3.310 -1.459  0.168
H 2.457 0.998 -1.013  0.298
H 0.662 2.534 0.237  0.092
H -1.646 -1.414 2.063  0.392
H 2.730 -1.236 -0.989  0.237
H 2.965 2.536 -0.282  0.482
H -3.463 2.518 1.002  0.313
C -2.436 4.068 -0.080  -0.659
N -2.392 1.690 -0.591  0.511
S 3.811 0.749 0.964  -0.165
C -2.021 2.039 -1.956  -0.754
H -4.152 2.874 -0.604  0.321
H -4.121 0.498 -0.854  0.474
H 3.503 -6.227 1.080  0.361
C 3.178 -0.953 1.093  -0.381
C -2.998 -0.267 0.827  -0.767
H -0.739 0.866 1.995  0.235
C 1.191 1.652 0.607  -0.788
H -3.713 -1.091 0.846  0.424
C -1.312 3.392 -1.984  -0.437
C -1.611 -0.835 1.133  -0.590
H -1.527 3.975 0.536  0.247
C 2.929 -5.389 0.705  -0.322
H 2.139 -0.905 1.420  0.115
N 1.649 -5.631 0.481  -0.648
C 0.906 -4.640 0.017  -0.513
H -1.292 -1.492 0.321  0.158
O -2.088 4.411 -1.398  -0.430
O 0.423 -0.217 -0.709  -0.653
H -1.129 3.702 -3.014  0.377
H -2.568 -0.256 -1.268  0.442
H 0.762 -2.589 -0.623  0.351
H -2.911 2.089 -2.608  0.436
C 0.304 0.453 0.297  0.865
H -0.135 -4.881 -0.157  0.375
H 4.576 -4.011 0.687  0.399
C 2.744 -3.115 0.001  0.251
H 4.353 -1.785 -0.504  0.460
C -3.064 0.399 -0.548  -1.029
H 3.776 -1.411 1.881  0.465
C 3.525 -4.157 0.487  -0.426
H -1.342 1.274 -2.336  0.351
C 2.547 1.551 -0.079  -0.941
C 1.398 -3.371 -0.239  0.017
N -0.600 0.187 1.263  -0.102
H -3.046 4.890 0.301  0.383
C 3.303 -1.740 -0.208  -0.605
H -3.282 0.441 1.607  0.282
C -3.212 2.753 -0.034  -0.562
H 1.321 1.764 1.686  0.491